Computed, not measured: a cluster of 2 separate species, C31H50ClN3O7 in total at a distorted geometry, with ωB97M-V/def2-TZVPD.

As for the energy above the lowest of the compared OMol25 structures with the same formula, charge and spin: 216.2 kcal per mole. The value obtained for the HOMO-LUMO gap is 0.249 Ha. Its HOMO energy is -7.29 eV. As for the total charge: 0.

Last column: Löwdin charge in e.
Atoms and positions in Å:
C -4.702 -4.905 -2.797  0.00
C -4.791 -3.558 -2.349  -0.06
C -5.392 -2.413 -3.318  -0.37
O -6.526 -2.616 -3.815  0.08
O -4.604 -1.243 -3.511  -0.10
C -4.067 -1.155 -4.860  -0.17
C -2.933 -2.270 -5.181  -0.15
C -1.451 -1.808 -4.707  -0.19
C -0.882 -2.830 -3.589  -0.20
C 0.569 -2.358 -2.998  -0.19
C 0.289 -1.871 -1.498  -0.17
C 1.632 -1.386 -0.704  -0.28
C 2.361 -0.248 -1.545  -0.09
C 3.013 0.974 -0.671  -0.20
C 2.441 2.331 -1.254  -0.19
N 2.289 3.501 -0.350  -0.13
C 1.253 4.452 -0.926  -0.12
N 3.043 0.736 0.794  -0.02
C 3.849 1.685 1.634  -0.17
C 5.028 2.490 0.951  -0.63
C 6.423 1.656 1.039  -0.13
Cl 5.315 4.011 1.993  0.58
C 1.713 0.326 1.432  -0.28
C 0.549 1.403 1.366  -0.06
C -0.421 1.366 0.092  -0.18
O -1.708 0.717 0.371  -0.17
C -2.531 0.877 -0.819  -0.26
C -4.096 0.597 -0.537  -0.07
C 1.945 -0.124 2.988  -0.04
C 1.753 0.997 4.085  -0.30
O 2.570 1.872 4.476  0.03
C 0.343 0.966 4.871  -0.11
C -0.740 2.069 4.734  -0.03
C -2.049 1.865 5.545  -0.06
C -2.233 0.610 6.469  -0.06
C -1.155 -0.520 6.616  -0.04
C 0.148 -0.311 5.791  -0.02
C 1.193 -1.088 0.795  -0.07
H -4.830 -5.800 -2.090  0.08
H -4.457 -5.132 -3.895  0.07
H -4.453 -3.266 -1.289  0.12
H -4.934 -1.180 -5.615  0.13
H -3.585 -0.114 -4.955  0.13
H -3.240 -3.295 -4.784  0.09
H -2.907 -2.351 -6.336  0.12
H -0.716 -1.887 -5.597  0.11
H -1.547 -0.728 -4.320  0.11
H -0.847 -3.917 -3.939  0.11
H -1.654 -2.796 -2.724  0.11
H 0.990 -1.525 -3.657  0.10
H 1.219 -3.315 -3.038  0.12
H -0.060 -2.810 -0.914  0.14
H -0.565 -1.119 -1.416  0.10
H 2.317 -2.321 -0.715  0.14
H 1.597 0.145 -2.322  0.11
H 3.162 -0.776 -2.196  0.13
H 4.118 0.912 -1.027  0.15
H 1.418 2.212 -1.782  0.11
H 3.150 2.671 -2.112  0.15
H 3.130 4.088 -0.281  0.08
H 1.668 5.522 -0.763  0.10
H 0.261 4.419 -0.366  0.08
H 1.151 4.344 -2.068  0.09
H 3.579 -0.164 0.885  0.19
H 4.305 1.200 2.582  0.15
H 3.098 2.460 2.050  0.12
H 4.870 2.877 -0.104  0.08
H 6.855 1.908 2.081  0.08
H 7.197 2.033 0.284  0.09
H 6.256 0.522 1.002  0.08
H -0.181 1.166 2.240  0.12
H 0.948 2.460 1.620  0.13
H -0.007 0.859 -0.839  0.10
H -0.680 2.449 -0.181  0.11
H -2.462 1.947 -1.263  0.12
H -2.231 0.173 -1.677  0.10
H -4.413 1.241 0.350  0.08
H -4.349 -0.511 -0.436  0.07
H -4.668 0.969 -1.474  0.08
H 3.031 -0.525 3.067  0.14
H 1.244 -0.999 3.281  0.12
H -0.517 2.941 4.039  0.09
H -2.855 2.669 5.429  0.08
H -3.208 0.530 7.057  0.08
H -1.326 -1.425 7.280  0.09
H 0.957 -1.108 5.889  0.10
H 0.039 -1.187 0.875  0.11
H 1.586 -1.975 1.430  0.14
N -1.225 -1.822 3.031  -0.61
O -0.664 -2.563 3.865  -0.06
O -1.507 -2.260 1.897  -0.08
O -1.498 -0.643 3.331  -0.05

=====

Computed, not measured: a structure of composition C31H50ClPScTe at a distorted geometry, with ωB97M-V/def2-TZVPD.

As for the energy above the lowest of the compared OMol25 structures with the same formula, charge and spin: 29.3 kcal per mole. The value obtained for the HOMO-LUMO gap is 0.195 Ha. Its HOMO energy is -2.81 eV. As for the total charge: -1.

Last column: Löwdin charge in e.
Atoms and positions in Å:
Sc -0.283 0.695 1.131  0.05
Cl -2.594 0.541 0.371  0.04
P 0.103 0.422 -2.170  1.10
C -0.417 2.112 2.406  -0.34
H 0.337 2.221 3.218  -0.10
H -1.396 1.900 3.024  -0.04
C 1.484 -0.506 -3.074  -0.43
C 0.070 2.196 -2.794  -0.43
C 2.867 0.094 -2.742  -0.23
H 1.421 -1.498 -2.584  0.11
C 3.991 -0.832 -3.213  -0.20
H 2.969 1.069 -3.246  0.10
H 2.954 0.290 -1.660  0.01
C 3.876 -1.186 -4.700  -0.21
H 4.958 -0.359 -3.018  0.11
H 3.956 -1.756 -2.623  0.11
C 2.467 -1.662 -5.092  -0.20
H 4.139 -0.307 -5.305  0.11
H 4.604 -1.969 -4.951  0.10
C 1.359 -0.742 -4.586  -0.22
H 2.395 -1.748 -6.183  0.10
H 2.306 -2.668 -4.682  0.11
H 1.417 0.219 -5.114  0.10
H 0.389 -1.184 -4.834  0.08
C -1.477 -0.287 -2.919  -0.46
C 0.670 2.458 -4.190  -0.22
H -1.014 2.425 -2.841  0.11
C 0.492 3.913 -4.593  -0.20
H 1.738 2.198 -4.178  0.10
H 0.194 1.819 -4.945  0.09
C 1.081 4.891 -3.557  -0.21
H 0.958 4.081 -5.571  0.10
H -0.580 4.122 -4.705  0.11
C 0.574 4.612 -2.141  -0.20
H 2.178 4.810 -3.576  0.11
H 0.832 5.922 -3.846  0.10
C 0.697 3.139 -1.743  -0.25
H 1.121 5.226 -1.419  0.11
H -0.481 4.904 -2.076  0.12
H 1.758 2.872 -1.603  0.08
H 0.211 2.997 -0.765  0.07
C -1.478 -1.825 -2.882  -0.21
H -2.212 0.068 -2.173  0.04
C -2.847 -2.385 -3.289  -0.20
H -0.712 -2.214 -3.572  0.10
H -1.212 -2.181 -1.875  0.11
C -3.344 -1.835 -4.631  -0.21
H -2.791 -3.478 -3.336  0.10
H -3.573 -2.132 -2.505  0.12
C -3.239 -0.308 -4.734  -0.20
H -2.765 -2.291 -5.446  0.11
H -4.387 -2.133 -4.785  0.10
C -1.873 0.234 -4.302  -0.22
H -3.439 0.012 -5.764  0.10
H -4.008 0.152 -4.099  0.12
H -1.120 -0.075 -5.042  0.09
H -1.904 1.331 -4.323  0.10
C 0.465 -1.748 1.413  -0.15
C 0.023 -0.961 2.356  -0.32
H 1.183 -1.450 0.525  0.11
C -1.432 -0.939 2.797  -0.24
H 0.629 -0.155 3.066  0.16
C -1.732 -2.425 3.209  -0.18
H -1.736 -0.236 3.585  0.11
H -2.120 -0.674 1.943  -0.04
C -1.387 -3.400 2.074  -0.20
H -1.081 -2.652 4.063  0.11
H -2.778 -2.558 3.567  0.11
C -0.007 -3.181 1.473  -0.18
H -1.456 -4.429 2.450  0.10
H -2.149 -3.327 1.308  0.11
H 0.715 -3.741 2.047  0.11
H 0.056 -3.602 0.490  0.09
Te 2.579 1.404 1.005  0.83
C 2.814 0.789 2.979  -0.72
C 2.732 1.747 4.005  -0.18
C 2.595 1.315 5.338  -0.11
C 2.583 -0.052 5.620  -0.12
C 2.825 -1.013 4.600  -0.11
C 2.994 -0.576 3.283  -0.20
H 2.745 2.819 3.744  0.10
H 2.506 2.050 6.143  0.09
H 2.416 -0.402 6.653  0.09
H 2.897 -2.067 4.847  0.09
H 3.229 -1.279 2.468  0.09